Record 1
C24H30N10O6Tc | wB97M-V/def2-TZVPD

CARTESIAN COORDINATES (ANGSTROEM)
N 0.984 -0.943 2.058
C 0.713 1.758 -2.605
O -0.398 0.490 0.325
H 1.172 -5.678 -0.972
C -3.479 1.866 -7.086
C 0.176 0.550 6.483
N -0.091 -0.257 7.673
C 3.404 -4.196 -1.441
C 0.051 -0.288 5.211
O 2.590 0.451 -0.287
O 0.538 -5.016 -0.653
H -1.833 -1.475 -4.692
C -0.707 -1.591 -2.795
C -0.438 0.994 1.571
C -3.232 2.129 -5.698
H -0.180 1.931 -5.074
O -0.762 2.115 1.809
N -0.680 0.223 -4.007
H -4.874 2.217 -8.650
C -4.634 2.380 -7.608
N -2.510 2.382 -3.582
C -0.076 -0.047 2.632
H 1.260 1.697 -1.674
C 0.082 0.172 8.928
O 0.225 -2.919 -0.169
H 0.503 2.113 8.440
H -0.595 -1.122 7.553
H -0.531 1.385 6.429
C -4.138 2.883 -4.909
Tc 0.819 -0.908 -0.159
H 1.270 0.997 3.949
H -0.950 -0.730 5.176
C 2.370 -3.404 -0.977
H -0.315 -1.635 9.802
H -2.788 1.298 -7.694
H 0.773 -1.108 5.247
C 0.251 0.596 3.978
C -0.958 1.170 -5.061
N 0.494 1.413 9.161
C 0.080 0.450 -2.912
C -5.285 3.397 -5.429
C 4.630 -3.587 -1.717
H 0.707 1.720 10.097
C 0.984 -3.801 -0.582
H -0.404 1.466 4.049
H 4.622 1.575 -0.777
H 1.186 0.959 6.559
H -6.431 3.521 -7.268
O 4.701 0.629 -1.006
N -0.140 -0.654 9.945
N 2.533 -2.094 -0.799
H 3.289 -5.262 -1.590
H -0.970 -0.674 2.715
C -5.530 3.131 -6.813
N -3.598 2.984 -3.618
H 1.400 2.070 -3.394
H 0.882 -1.854 2.499
H -0.969 0.659 -6.021
H -0.057 2.522 -2.489
C 3.621 -0.032 -0.750
C 3.695 -1.507 -1.058
H -0.125 -0.327 10.898
C 4.788 -2.220 -1.523
H -0.905 -2.560 -2.376
N 0.105 -0.648 -2.157
H 1.906 -0.601 2.320
N -2.247 1.824 -4.868
H 5.727 -1.719 -1.722
C -1.188 -1.064 -3.934
H -5.971 3.983 -4.832
H 5.460 -4.182 -2.076

Spin multiplicity: 4
Net charge: +4
Kohn-Sham gap (alpha / beta) (eV): 7.77 / 5.79
ΔE to the lowest compared entry with this formula, charge and spin (kJ/mol): 12.2
E_HOMO (alpha / beta) (eV): -18.48 / -18.47
Expectation value of S²: 3.78

=====

Record 2
C24H30N3NiOP | wB97M-V/def2-TZVPD

CARTESIAN COORDINATES (ANGSTROEM)
C 1.548 1.746 1.234
H 1.792 -4.447 -0.059
C -0.167 1.382 -1.881
C -3.007 2.121 1.128
H -1.176 -0.451 -2.397
C -2.381 2.036 -0.121
H 1.945 -1.045 -1.103
H -4.812 3.379 -2.056
H 1.789 0.724 0.957
N -0.674 -3.698 1.344
H -0.182 -5.658 0.661
H 2.846 4.411 2.859
C -0.108 0.371 -4.068
H 0.397 -2.571 -1.730
H -0.445 -3.250 3.360
H -2.542 2.427 -2.236
C 2.143 3.819 2.287
H 2.105 -4.129 1.946
C 0.337 2.306 0.818
C 0.858 -4.216 -0.567
H -0.402 -0.417 -4.749
H -0.895 4.072 0.813
H -1.661 -3.800 1.559
H 1.712 -1.340 2.349
C -0.532 0.348 -2.749
N 0.812 -2.755 -0.822
C -3.030 2.485 -1.271
H -4.768 2.730 2.179
C 1.508 -3.382 2.464
H 0.056 -4.890 2.960
C 2.447 2.499 1.969
C -4.925 3.104 0.068
N 1.580 -2.104 1.695
H 1.953 -3.261 3.450
O -0.770 -0.127 0.272
C 1.041 2.453 -3.664
H -1.227 -4.708 -0.388
H 2.850 -2.518 -1.435
C 2.121 -2.065 -0.762
C 0.073 -3.855 2.615
H 3.258 -1.155 0.812
H 3.389 2.072 2.289
H 0.718 5.412 2.116
C -4.279 2.656 1.217
H 3.346 -2.896 0.842
Ni -0.210 -1.828 0.681
C 0.622 2.435 -2.340
C 2.669 -2.061 0.674
H -2.497 1.784 2.023
P -0.759 1.342 -0.202
H -5.919 3.527 0.143
H 0.875 -4.769 -1.506
C 0.040 3.631 1.134
C -4.306 3.022 -1.170
H 1.009 1.444 -5.553
H 0.911 3.237 -1.672
C 0.680 1.424 -4.522
C -0.349 -4.658 0.257
H 1.650 3.270 -4.024
C 0.947 4.384 1.869

Spin multiplicity: 3
Net charge: +2
Kohn-Sham gap (alpha / beta) (eV): 9.38 / 8.21
ΔE to the lowest compared entry with this formula, charge and spin (kJ/mol): 0.0
E_HOMO (alpha / beta) (eV): -14.49 / -14.49
Expectation value of S²: 2.01

=====

Record 3
C24H30N3O3PSSr | wB97M-V/def2-TZVPD

CARTESIAN COORDINATES (ANGSTROEM)
C -4.516 0.213 0.306
H 0.877 2.101 1.642
P 1.869 -0.105 0.200
H 6.916 0.658 2.673
H -2.615 3.543 -4.542
Sr -0.161 1.146 -1.688
H 4.445 0.588 -0.823
H 4.956 0.120 4.071
H -0.743 2.392 3.481
C -0.009 -1.142 2.093
C -4.501 -2.177 0.724
O -0.376 3.457 -2.320
H -5.530 0.303 -0.089
C 4.568 0.479 0.249
S -3.510 -0.409 -1.078
C 1.787 -4.551 -0.999
H -1.858 0.415 4.470
H 6.671 0.890 0.226
C 0.348 1.240 2.043
C -3.500 -2.117 -0.425
C 1.287 -3.592 -1.863
H 1.704 -1.001 -3.070
C 5.811 0.649 0.836
H 0.205 -2.135 1.721
C 2.382 -4.169 0.195
C 1.891 -1.855 -0.308
H 2.904 -2.516 1.459
H 2.744 -0.195 3.038
C 2.436 -2.828 0.533
H -2.471 -2.242 -0.079
C -1.278 3.884 -3.043
N -2.021 3.092 -3.860
C 0.637 -0.037 1.547
C -4.425 -0.820 1.420
H -5.509 -2.348 0.345
N 0.896 -1.247 -2.498
H 2.806 -4.909 0.859
C -0.550 1.403 3.086
H -3.475 -0.713 1.944
H 0.105 6.094 -2.553
H -2.476 1.179 -4.026
N -1.637 1.753 -4.029
C 4.847 0.216 2.999
C 3.461 0.162 1.035
C 5.948 0.518 2.211
C -1.173 0.292 3.641
H 0.262 -1.715 -3.143
C -0.952 6.090 -2.299
H -1.375 -1.845 3.582
H -1.204 1.630 -4.943
C 3.600 0.036 2.416
H -4.140 1.202 0.562
H -5.232 -0.688 2.139
O -1.665 5.130 -3.110
O -2.086 0.095 -0.859
H -4.257 -2.998 1.397
H -1.398 7.051 -2.530
C -0.904 -0.974 3.143
C 1.346 -2.244 -1.533
H 0.874 -3.895 -2.819
H -1.074 5.860 -1.243
H -3.705 -2.814 -1.236
H 1.742 -5.596 -1.275

Spin multiplicity: 1
Net charge: +2
Kohn-Sham gap (eV): 8.13
ΔE to the lowest compared entry with this formula, charge and spin (kJ/mol): 0.0
E_HOMO (eV): -13.37

=====

Record 4
C24H30N5NiO2S3Si | wB97M-V/def2-TZVPD

CARTESIAN COORDINATES (ANGSTROEM)
H -5.001 2.988 3.043
H -0.407 -1.328 0.613
C 1.905 2.210 0.992
H 5.020 -2.579 1.144
H 3.636 -3.314 1.966
C 4.334 -1.472 2.870
H 0.033 0.827 4.275
C -2.226 -2.762 0.670
C -1.911 1.513 3.059
C -1.075 -4.896 0.725
O -1.239 0.798 0.969
C -3.145 2.002 2.585
C 2.564 1.513 2.141
C -1.395 -2.385 -0.509
H -1.298 3.378 -3.668
H -1.121 1.775 -4.406
H -2.731 2.485 -4.191
H -4.469 3.255 5.460
C 1.505 4.156 -0.315
H -2.954 -2.051 1.041
N 1.078 1.465 0.221
C -0.329 -4.559 -0.333
C -1.740 2.381 -3.738
C 4.086 -2.360 1.670
C 1.994 -0.754 1.867
N -0.488 -3.334 -0.932
H 0.178 3.845 -1.969
C -0.902 0.835 2.160
H -2.303 2.406 6.341
H -3.858 0.198 -2.679
S -1.503 -0.924 -1.316
H 1.669 5.201 -0.548
C -2.809 2.715 -0.896
N -0.289 1.147 -1.445
H -2.353 -0.693 -2.976
H -2.987 -0.544 -1.324
H 0.085 -3.093 -1.734
H 4.857 -2.017 3.661
C 0.654 3.392 -1.110
H 2.804 4.128 1.400
C 0.440 2.051 -0.797
H 4.944 -0.602 2.602
N 0.194 0.361 2.661
N 0.877 -0.180 1.580
H -2.644 -4.264 2.098
C -2.864 -0.022 -2.278
C -2.053 -3.965 1.239
H -2.879 2.288 0.109
C -2.548 2.297 5.290
H 0.418 -5.221 -0.758
S 2.724 -0.914 3.463
C -1.637 1.676 4.432
H -3.394 1.893 1.532
H 3.649 1.650 2.100
O -0.472 1.242 5.018
H -3.827 2.881 -1.262
Ni 0.000 0.000 0.000
H 2.358 0.438 2.117
H 2.187 1.912 3.089
S 2.952 -1.478 0.578
H -0.964 -5.859 1.212
Si -1.883 1.567 -2.044
C -4.060 2.624 3.442
C 2.139 3.559 0.763
H -2.321 3.691 -0.819
C -3.761 2.772 4.794

Spin multiplicity: 3
Net charge: -1
Kohn-Sham gap (alpha / beta) (eV): 3.67 / 5.11
E_HOMO (alpha / beta) (eV): -1.23 / -2.71
Expectation value of S²: 2.12

=====

Record 5
C24H30N5O9 | wB97M-V/def2-TZVPD

CARTESIAN COORDINATES (ANGSTROEM)
C -3.213 -5.997 2.585
N 2.752 0.939 -0.474
C 0.279 1.501 0.180
H 0.082 -0.012 2.562
H 4.098 -3.325 -4.084
C -3.420 -3.571 3.116
C -3.672 -4.848 3.446
O -3.462 -7.122 2.961
H 0.201 6.740 -0.159
C 0.939 2.373 -0.687
C 0.961 0.370 0.713
H 1.640 5.124 1.349
H -0.701 3.616 -1.386
C 0.939 -0.972 -4.689
H 1.986 -0.886 3.931
H 0.770 3.648 -2.318
N 2.212 0.108 0.369
C -2.258 -4.418 1.027
C 1.381 -1.765 -5.681
N 2.206 5.251 -0.995
H -1.460 2.721 0.102
H -2.190 -6.521 0.731
C -1.165 1.773 0.537
O 1.257 -0.281 -2.464
C -2.694 -3.277 1.903
H 2.820 -1.236 -1.489
C 2.565 -2.679 -5.496
H -1.696 0.853 2.388
H 2.856 2.603 -1.703
H -1.581 -3.091 -0.075
C 3.245 -2.673 -4.207
O -4.330 -5.190 4.538
H 1.163 -2.660 1.641
C -2.831 2.588 2.210
C 2.797 -1.882 -3.228
H -0.727 2.330 2.636
C 2.190 -1.424 3.012
H 0.093 -0.311 -4.812
H 1.325 -2.451 -7.400
H -1.793 1.027 0.043
H 2.844 4.657 -0.474
H -3.104 3.677 3.807
H -2.757 3.582 1.756
C 2.253 2.028 -1.017
H -0.972 5.689 -0.437
N 0.951 4.539 0.897
O -1.615 -4.065 -0.085
C 1.608 -0.981 -3.410
O 2.895 -3.376 -6.430
H -4.372 -6.167 4.541
C -2.501 -5.692 1.352
C 0.292 -0.592 1.663
C 0.861 4.899 -0.560
O 3.363 -1.844 -2.017
H 2.417 6.188 -0.665
O -3.115 2.743 3.597
C 0.378 3.623 -1.303
O 0.820 -1.801 -6.873
H -3.648 2.029 1.758
H -0.625 -0.983 1.226
H 3.700 0.714 -0.758
O -2.411 -2.141 1.541
C -1.504 1.861 2.037
H 0.045 4.664 1.332
N -0.068 5.989 -0.789
H 3.196 -1.796 2.856
C 1.246 -1.677 2.094
H -3.742 -2.740 3.727

Spin multiplicity: 1
Net charge: +1
Kohn-Sham gap (eV): 7.57
E_HOMO (eV): -11.46

=====

Record 6
C24H30N7O2Sc | wB97M-V/def2-TZVPD

CARTESIAN COORDINATES (ANGSTROEM)
H 5.306 -0.468 0.696
H 0.257 1.419 2.294
H 3.077 -0.151 4.864
H 4.329 0.790 4.039
C -2.095 2.274 0.969
C -2.610 -0.371 3.599
H -1.033 -5.291 -4.266
Sc -0.239 -0.249 -0.022
H -0.245 -6.573 -2.200
H -2.678 -5.871 -2.416
C -0.024 -5.622 -1.718
H 4.628 -1.048 -0.753
N 3.199 0.284 1.791
C 3.239 -0.327 0.555
H -0.198 5.606 -4.777
O -1.383 -0.465 1.595
H 2.379 -1.151 -0.950
N -1.121 2.532 -1.059
H 0.974 1.804 -6.325
N 2.341 1.406 3.636
H -3.113 -4.161 -2.260
H 0.240 -4.096 -3.973
H -3.782 -0.180 5.367
N -1.334 1.757 0.062
H -4.356 2.193 4.950
C -0.107 2.607 -3.219
C 0.621 2.414 -5.505
C -0.976 -4.533 -2.233
H 0.733 2.746 3.663
C 1.240 2.049 4.330
H -0.134 -5.738 -0.642
H 4.092 0.561 2.164
C -0.044 4.547 -4.631
H 0.488 0.775 -4.119
C -0.462 -2.219 -0.976
O 0.200 0.784 -1.727
C 2.095 0.884 2.384
C -0.321 3.970 -3.405
N 0.994 0.975 1.749
H 1.646 2.622 5.163
H -1.436 -3.573 -4.124
C -0.345 1.928 -1.925
H 1.009 -5.353 -1.927
C -3.402 0.319 4.484
C -3.732 1.654 4.249
H 3.453 1.499 5.377
H -0.702 4.561 -2.589
H -2.499 3.277 0.803
C -0.683 -3.263 -1.555
C -2.120 0.223 2.411
H 0.647 4.232 -6.638
C 3.350 0.847 4.512
N 4.517 -0.484 0.073
H -3.510 3.304 2.911
C 0.355 1.834 -4.281
C -3.266 2.269 3.111
H -2.342 -1.404 3.783
H -2.555 -5.054 -0.849
C -0.791 -4.364 -3.747
N 2.186 -0.696 -0.057
C -2.425 -4.933 -1.923
C -2.476 1.592 2.173
C 0.432 3.775 -5.681
H 0.515 1.326 4.717

Spin multiplicity: 1
Net charge: 0
Kohn-Sham gap (eV): 7.27
ΔE to the lowest compared entry with this formula, charge and spin (kJ/mol): 28.8
E_HOMO (eV): -7.29

=====

Record 7
C24H30NO5PdS | wB97M-V/def2-TZVPD

CARTESIAN COORDINATES (ANGSTROEM)
C 4.397 0.482 -2.198
H -1.642 1.281 -0.084
H 3.321 0.431 -2.422
H 10.070 2.327 2.561
H 2.389 2.752 0.873
O 6.462 3.291 -1.098
H 4.517 -2.643 -2.514
C 1.527 2.384 0.328
H 4.960 2.024 0.543
H -0.506 -2.994 -0.123
O 9.303 0.706 0.762
S -1.417 -1.447 -2.722
O 8.109 1.685 2.389
H 7.966 5.258 -0.287
H 5.850 1.765 2.075
C 8.712 4.527 -0.618
C 0.999 -1.941 1.170
C 3.787 -0.214 1.572
H 3.562 0.501 2.386
C 4.875 -0.761 -1.566
H -0.254 1.520 -2.397
C 7.008 1.366 0.283
H 9.702 4.800 -0.265
C 1.454 2.174 -1.077
C 8.256 1.201 1.149
H 1.565 -0.501 2.844
C 0.027 -1.185 -2.204
H -0.993 0.277 2.754
C 0.259 2.064 0.889
C -0.612 1.621 -0.179
O 2.806 0.093 0.630
H 4.037 -2.575 -0.831
H 9.091 2.189 4.066
C 9.342 1.726 3.116
H 3.059 -1.766 -2.060
C -0.289 -2.201 0.591
C 5.682 1.376 1.065
C 6.944 0.233 -0.736
H -0.008 2.129 1.940
C 5.724 -0.648 -0.369
O 8.455 3.250 -0.032
C 0.819 -0.884 2.156
C 5.221 -0.056 1.047
C -1.235 -1.320 1.180
H 9.738 0.713 3.253
C -0.554 -0.481 2.108
H 7.869 -0.344 -0.713
H 8.694 4.463 -1.711
H 4.572 1.378 -1.588
C 7.263 2.727 -0.361
Pd 0.986 0.075 0.078
H 3.625 -1.224 2.003
C 0.132 1.723 -1.400
H 6.059 -1.665 -0.116
H 4.900 0.682 -3.155
C 4.091 -1.983 -1.750
H -2.310 -1.336 1.005
N 1.156 -0.981 -1.818
H 2.253 2.355 -1.792
H 6.859 0.663 -1.739
H 1.906 -2.517 1.001
H 5.814 -0.602 1.800

Spin multiplicity: 5
Net charge: -1
Kohn-Sham gap (alpha / beta) (eV): 6.07 / 5.70
E_HOMO (alpha / beta) (eV): -3.69 / -3.78
Expectation value of S²: 6.03

=====

Number 1: electronic energy -2011.13188 Ha, F_max 0.5 eV/Å. Number 2: electronic energy -3021.28689 Ha, F_max 0.5 eV/Å. Number 3: electronic energy -2092.40986 Ha, F_max 0.5 eV/Å. Number 4: electronic energy -4348.70333 Ha, F_max 12.6 eV/Å. Number 5: electronic energy -1883.15474 Ha, F_max 1.7 eV/Å. Number 6: electronic energy -2227.16202 Ha, F_max 1.7 eV/Å. Number 7: electronic energy -1889.34150 Ha, F_max 5.7 eV/Å.